Record 1
Density functional theory data (ωB97M-V/def2-TZVPD) for an isolated molecule of C5H7NO at a distorted geometry.

ORCA input file:
```
! wB97M-V def2-TZVPD RIJCOSX def2/J DEFGRID3
* xyz 0 1
C -2.28 0.27 -0.08
C -0.82 -0.04 0.00
C -0.30 -1.28 -0.12
O 1.07 -1.23 -0.13
C 1.40 0.06 0.00
N 2.75 0.31 0.08
C 0.30 0.86 0.11
H -2.63 0.75 0.84
H -2.82 -0.67 -0.22
H -2.54 0.92 -0.94
H -0.73 -2.18 0.31
H 3.39 -0.34 -0.36
H 3.02 1.28 0.04
H 0.28 1.88 0.46
*
```

Frontier orbital gap, eV: 8.45
Strongest force on any atom, hartree/bohr: 0.023
SMILES string: Cc1coc(N)c1
LUMO energy, eV: 1.00
Energy relative to the best compared isomer or geometry (same formula, charge and spin), eV: 1.001

Record 2
Density functional theory data (ωB97M-V/def2-TZVPD) for a cluster of 2 separate species, CH4OS2 in total.

ORCA input file:
```
! wB97M-V def2-TZVPD RIJCOSX def2/J DEFGRID3
* xyz 0 1
C -0.50 -3.82 0.97
O 0.19 -4.71 1.38
H -0.10 -2.81 0.80
H -1.56 -4.03 0.76
S 0.69 3.87 -2.15
S 1.08 4.42 -0.21
H -0.65 3.76 -2.12
H 0.85 3.32 0.57
*
```

Frontier orbital gap, eV: 9.68
Strongest force on any atom, hartree/bohr: 0.014
SMILES string: C=O.SS
LUMO energy, eV: 0.24
Energy relative to the best compared isomer or geometry (same formula, charge and spin), eV: 0.662

Record 3
Density functional theory data (ωB97M-V/def2-TZVPD) for a structure of composition C3H8N2O at a distorted geometry.

ORCA input file:
```
! wB97M-V def2-TZVPD RIJCOSX def2/J DEFGRID3
* xyz 0 1
C 0.75 -0.26 -0.14
C 0.52 0.91 -0.95
N 1.07 0.01 1.25
C -0.91 -0.81 -0.19
O -1.24 0.66 -1.12
N -1.56 -0.99 0.91
H -1.73 1.19 -0.47
H 1.32 -1.05 -0.63
H 2.07 0.14 1.38
H 0.77 -0.78 1.82
H -1.42 -0.21 1.56
H 0.81 0.88 -1.99
H 0.55 1.88 -0.47
H -1.00 -1.56 -0.98
*
```

Frontier orbital gap, eV: 8.95
Strongest force on any atom, hartree/bohr: 0.055
LUMO energy, eV: 0.71
Energy relative to the best compared isomer or geometry (same formula, charge and spin), eV: 4.590

Record 4
Density functional theory data (ωB97M-V/def2-TZVPD) for a structure of composition C3H6HoO3 at a distorted geometry.

ORCA input file:
```
! wB97M-V def2-TZVPD RIJCOSX def2/J DEFGRID3
* xyz 2 6
H 1.46 -1.70 0.22
O 0.33 -2.01 0.54
Ho 2.01 1.51 -0.14
O -1.21 -0.54 -0.54
C -0.09 -1.09 -0.22
O 0.93 -0.58 -0.77
C -2.19 -0.07 0.43
C -3.00 1.02 -0.22
H -2.79 -0.95 0.67
H -1.71 0.24 1.36
H -3.12 0.85 -1.30
H -4.00 1.03 0.24
H -2.55 2.01 -0.06
*
```

Frontier orbital gap (spin up / spin down), eV: 6.76 / 7.91
Strongest force on any atom, hartree/bohr: 0.115
LUMO energy (spin up / spin down), eV: -10.60 / -10.91
Energy relative to the best compared isomer or geometry (same formula, charge and spin), eV: 2.186

Record 5
Density functional theory data (ωB97M-V/def2-TZVPD) for the ion C6H11N3O3S with charge +2 at a distorted geometry.

ORCA input file:
```
! wB97M-V def2-TZVPD RIJCOSX def2/J DEFGRID3
* xyz 2 1
C 1.62 0.01 1.06
N 0.85 0.08 -0.22
C 1.29 1.28 -0.85
C 1.00 -1.17 -0.99
C -0.23 -1.75 -0.99
C -0.54 -3.21 -1.44
O -1.57 -3.71 -1.52
N -1.14 -0.93 -0.31
C -0.57 0.15 0.16
S -1.18 1.86 0.83
N -2.58 1.33 1.50
O -0.20 2.22 1.74
O -1.22 2.36 -0.48
H 1.40 0.82 1.68
H 1.37 -0.86 1.52
H 2.72 -0.20 1.08
H 0.64 1.55 -1.76
H 1.34 2.13 -0.11
H 2.29 1.18 -1.32
H 1.88 -1.32 -1.57
H 0.58 -3.72 -1.58
H -2.14 -1.15 -0.37
H -2.25 1.10 2.49
H -3.36 1.94 1.44
*
```

Frontier orbital gap, eV: 8.14
Strongest force on any atom, hartree/bohr: 0.115
SMILES string: C[N+]1(C)C=C(C=O)[NH+]=C1S(N)(=O)=O
LUMO energy, eV: -10.05
Energy relative to the best compared isomer or geometry (same formula, charge and spin), eV: 0.000

Record 6
Density functional theory data (ωB97M-V/def2-TZVPD) for an isolated molecule of H3PS2 at a distorted geometry.

ORCA input file:
```
! wB97M-V def2-TZVPD RIJCOSX def2/J DEFGRID3
* xyz 0 1
S 1.50 -0.82 0.45
P -0.52 0.22 0.70
S -1.35 -0.47 -1.15
H 1.12 -2.09 0.63
H -1.21 -0.94 1.28
H -2.12 0.60 -0.96
*
```

Frontier orbital gap, eV: 9.54
Strongest force on any atom, hartree/bohr: 0.058
SMILES string: SPS
LUMO energy, eV: 0.23
Energy relative to the best compared isomer or geometry (same formula, charge and spin), eV: 0.455

Record 7
Density functional theory data (ωB97M-V/def2-TZVPD) for an isolated molecule of C4H6N2 at a distorted geometry.

ORCA input file:
```
! wB97M-V def2-TZVPD RIJCOSX def2/J DEFGRID3
* xyz 0 1
N 2.39 -1.04 -1.05
C 1.46 -0.42 -0.73
C 0.31 0.18 -0.07
N 0.65 1.19 0.87
C -1.07 0.13 -0.69
C -0.72 -0.96 0.25
H 1.32 0.96 1.58
H 0.28 2.12 0.86
H -1.18 -0.10 -1.75
H -1.78 0.87 -0.32
H -1.15 -0.99 1.24
H -0.52 -1.95 -0.18
*
```

Frontier orbital gap, eV: 10.25
Strongest force on any atom, hartree/bohr: 0.022
SMILES string: N#CC1(N)CC1
LUMO energy, eV: 0.96
Energy relative to the best compared isomer or geometry (same formula, charge and spin), eV: 1.658

Record 8
Density functional theory data (ωB97M-V/def2-TZVPD) for a cluster of 2 separate species, C2H5N3 in total at a distorted geometry.

ORCA input file:
```
! wB97M-V def2-TZVPD RIJCOSX def2/J DEFGRID3
* xyz 0 1
C 2.25 1.01 0.12
C -2.07 -0.84 -0.29
N 2.06 -0.22 0.03
N -2.11 -0.11 0.73
N 1.87 -1.33 -0.03
H 3.06 1.40 0.71
H 1.63 1.70 -0.43
H -1.57 -1.79 -0.21
H -2.52 -0.61 -1.26
H -2.60 0.78 0.62
*
```

Frontier orbital gap, eV: 9.60
Strongest force on any atom, hartree/bohr: 0.052
LUMO energy, eV: 1.01
Energy relative to the best compared isomer or geometry (same formula, charge and spin), eV: 2.582

Record 9
Density functional theory data (ωB97M-V/def2-TZVPD) for a structure of composition C23H25BrN3O3Ti.

ORCA input file:
```
! wB97M-V def2-TZVPD RIJCOSX def2/J DEFGRID3
* xyz 1 3
Ti 1.20 2.20 0.68
C -0.49 4.92 2.38
C 0.81 4.21 2.15
C 1.19 3.13 2.96
C 2.43 2.50 2.79
C 3.28 2.90 1.76
C 2.87 3.90 0.87
C 1.65 4.57 1.09
H -0.38 5.64 3.19
H -1.27 4.21 2.65
H -0.82 5.45 1.49
H 0.52 2.81 3.75
H 2.73 1.71 3.47
H 4.22 2.39 1.60
H 3.51 4.20 0.05
H 1.35 5.37 0.42
Br 3.32 1.43 -1.95
C 1.59 2.01 -2.46
C 1.22 2.11 -3.78
C -0.08 2.52 -4.05
C -0.94 2.79 -3.01
C -0.48 2.66 -1.71
N 0.78 2.28 -1.44
C -1.36 2.86 -0.49
O -2.45 3.36 -0.63
O -0.81 2.45 0.62
H 1.92 1.87 -4.57
H -0.41 2.61 -5.08
H -1.97 3.10 -3.16
C -3.85 -4.60 -0.04
C -2.96 -4.14 -1.19
N -1.63 -3.71 -0.74
C -0.50 -4.54 -1.12
C -0.47 -5.89 -0.40
C -1.56 -2.48 -0.18
O -2.51 -1.72 -0.09
C -0.24 -2.00 0.38
C 0.62 -2.75 1.17
C 1.74 -2.15 1.72
C 1.97 -0.81 1.46
N 1.14 -0.07 0.71
C 0.06 -0.66 0.19
H -4.82 -4.91 -0.41
H -4.00 -3.78 0.67
H -3.40 -5.44 0.49
H -3.44 -3.31 -1.70
H -2.81 -4.95 -1.91
H 0.42 -4.00 -0.94
H -0.56 -4.71 -2.20
H -0.43 -5.76 0.68
H 0.39 -6.47 -0.72
H -1.37 -6.47 -0.63
H 0.41 -3.80 1.37
H 2.42 -2.70 2.34
H 2.83 -0.31 1.87
H -0.63 -0.04 -0.36
*
```

Frontier orbital gap (spin up / spin down), eV: 7.37 / 8.52
Strongest force on any atom, hartree/bohr: 0.012
LUMO energy (spin up / spin down), eV: -3.08 / -3.21
Energy relative to the best compared isomer or geometry (same formula, charge and spin), eV: 0.000

Record 10
Density functional theory data (ωB97M-V/def2-TZVPD) for a cluster of 2 separate species, C26H25F3N in total at a distorted geometry.

ORCA input file:
```
! wB97M-V def2-TZVPD RIJCOSX def2/J DEFGRID3
* xyz 1 1
C 3.76 -1.20 2.24
C 3.44 0.05 1.75
C 2.17 0.55 1.91
C 1.19 -0.19 2.57
N -0.11 0.36 2.65
C -1.24 -0.23 2.57
C -2.48 0.61 2.71
C -3.63 0.13 1.81
C -3.88 -1.37 2.01
C -2.63 -2.18 1.66
C -1.40 -1.73 2.48
C 1.54 -1.42 3.11
C 2.81 -1.93 2.93
H 4.75 -1.61 2.09
H 4.19 0.63 1.24
H 1.91 1.53 1.55
H -2.79 0.62 3.76
H -2.21 1.65 2.46
H -4.55 0.71 2.00
H -3.38 0.32 0.75
H -4.14 -1.55 3.06
H -4.75 -1.71 1.44
H -2.81 -3.26 1.82
H -2.41 -2.08 0.59
H -0.50 -2.15 2.03
H -1.46 -2.13 3.50
H 0.83 -1.97 3.70
H 3.06 -2.90 3.32
F 6.37 3.79 4.07
C 5.64 4.13 5.15
F 5.83 3.25 6.15
F 5.97 5.38 5.55
C 4.17 4.14 4.77
C 3.21 3.91 5.74
C 1.88 3.95 5.41
C 1.46 4.23 4.09
C 0.07 4.27 3.85
C -0.71 4.66 2.73
C -2.11 4.52 2.83
C -2.95 4.88 1.80
C -2.42 5.38 0.63
C -1.06 5.55 0.50
C -0.22 5.22 1.53
C 2.47 4.43 3.12
C 3.80 4.39 3.47
H 3.53 3.70 6.74
H 1.14 3.76 6.17
H -0.52 3.95 4.69
H -2.53 4.15 3.75
H -4.01 4.76 1.91
H -3.08 5.65 -0.18
H -0.65 5.97 -0.41
H 0.83 5.43 1.42
H 2.23 4.56 2.09
H 4.57 4.55 2.74
*
```

Frontier orbital gap, eV: 4.65
Strongest force on any atom, hartree/bohr: 0.024
LUMO energy, eV: -6.03
Energy relative to the best compared isomer or geometry (same formula, charge and spin), eV: 0.366

Record 11
Density functional theory data (ωB97M-V/def2-TZVPD) for a structure of composition C25H50AlBr20O3 at a distorted geometry.

ORCA input file:
```
! wB97M-V def2-TZVPD RIJCOSX def2/J DEFGRID3
* xyz -1 1
O -3.77 -5.50 -1.17
C -4.29 -4.47 -1.85
C -3.30 -3.32 -2.56
Al -3.42 -1.68 -1.26
C -2.05 -0.21 -1.68
C -1.16 0.00 -0.28
C -2.12 0.43 0.99
O -2.50 -0.48 1.90
O -2.67 1.81 1.20
H -5.45 -4.26 -1.97
H -2.19 -3.69 -2.68
H -3.72 -2.96 -3.61
H -3.29 -2.31 0.20
H -4.88 -1.09 -1.47
H -2.68 0.78 -1.86
H -1.39 -0.48 -2.60
H -0.33 0.81 -0.47
H -0.66 -1.05 -0.03
H -3.68 1.80 1.06
Br 3.05 -1.03 2.02
C 3.30 0.57 0.93
C 2.73 1.79 1.61
Br 0.78 1.83 1.47
H 2.85 0.36 -0.05
H 4.38 0.66 0.81
H 3.07 2.70 1.12
H 2.97 1.84 2.68
Br -4.47 -0.28 6.36
C -3.65 -1.98 5.84
C -3.80 -2.23 4.36
Br -5.61 -2.82 3.93
H -4.11 -2.75 6.47
H -2.60 -1.88 6.11
H -3.16 -3.05 4.04
H -3.60 -1.35 3.75
Br -0.26 -2.86 1.62
C 0.55 -4.59 1.23
C 0.78 -5.38 2.50
Br 2.34 -4.72 3.47
H 1.46 -4.40 0.67
H -0.17 -5.11 0.59
H 1.01 -6.42 2.27
H -0.06 -5.34 3.20
Br -1.04 3.31 1.11
C -0.79 4.91 0.03
C -1.37 6.13 0.71
Br -3.31 6.17 0.57
H -1.25 4.71 -0.95
H 0.29 5.01 -0.09
H -1.03 7.05 0.21
H -1.12 6.19 1.77
Br 6.47 2.44 1.31
C 6.72 4.04 0.22
C 6.15 5.26 0.90
Br 4.20 5.30 0.76
H 6.27 3.83 -0.75
H 7.80 4.13 0.10
H 6.49 6.17 0.41
H 6.39 5.31 1.97
Br 1.15 6.10 -2.82
C 0.29 7.56 -3.79
C -0.85 8.15 -3.00
Br -2.43 6.99 -3.07
H -0.02 7.16 -4.77
H 1.08 8.30 -3.95
H -1.18 9.10 -3.43
H -0.61 8.30 -1.94
Br -6.38 -1.31 -3.50
C -6.89 -1.74 -5.34
C -6.05 -2.85 -5.90
Br -4.27 -2.22 -6.40
H -6.82 -0.81 -5.91
H -7.94 -2.04 -5.27
H -6.48 -3.24 -6.82
H -5.90 -3.68 -5.19
Br -4.89 -5.64 -11.42
C -5.09 -5.53 -9.48
C -6.51 -5.19 -9.10
Br -6.89 -3.30 -9.38
H -4.36 -4.80 -9.13
H -4.81 -6.52 -9.11
H -6.67 -5.36 -8.03
H -7.26 -5.75 -9.66
Br 5.89 2.28 5.25
C 7.56 1.43 4.72
C 8.55 1.40 5.86
Br 9.37 3.16 6.12
H 7.92 1.96 3.84
H 7.28 0.41 4.43
H 9.39 0.73 5.63
H 8.11 1.11 6.81
Br 6.29 -1.80 7.87
C 5.78 -2.22 6.03
C 6.62 -3.34 5.48
Br 8.40 -2.70 4.97
H 5.85 -1.30 5.46
H 4.73 -2.53 6.10
H 6.19 -3.73 4.55
H 6.77 -4.17 6.18
*
```

Frontier orbital gap, eV: 6.53
Strongest force on any atom, hartree/bohr: 0.163
LUMO energy, eV: 1.35

Record 12
Density functional theory data (ωB97M-V/def2-TZVPD) for a cluster of 2 separate species, C4H6O2 in total.

ORCA input file:
```
! wB97M-V def2-TZVPD RIJCOSX def2/J DEFGRID3
* xyz 0 1
C -0.58 0.78 -1.63
C -0.89 0.73 -0.36
C -0.58 0.27 0.81
C -0.38 -0.05 2.18
O 0.47 -0.61 1.17
H -0.99 0.07 -2.35
H 0.11 1.52 -2.02
H 0.12 0.67 2.82
H -1.01 -0.79 2.67
O 1.46 -0.65 -1.35
H 1.30 -0.49 -0.41
H 0.98 -1.46 -1.52
*
```

Frontier orbital gap, eV: 10.13
Strongest force on any atom, hartree/bohr: 0.012
SMILES string: C=C=C1CO1.O
LUMO energy, eV: 0.82
Energy relative to the best compared isomer or geometry (same formula, charge and spin), eV: 4.557